(1)
ORCA calculation (the ωB97M-V functional and the def2-TZVPD basis) on C14H8N4O6OsS4 as an isolated structure in a non-equilibrium geometry.

HOMO level (spin up / spin down): -8.032 / -8.050 eV
Gap between HOMO and LUMO (spin up / spin down): 5.45 / 5.47 eV
E: -78702.3146 eV
Charge: 0

Each line ends with the natural charge from an NBO analysis.
Positions of all 37 atoms, in Å:
Os1 1.215 0.318 -0.438  1.03
O1 -3.418 3.985 0.695  -0.63
C1 -2.314 3.246 0.555  0.36
C2 -1.956 2.241 1.462  -0.29
C3 -0.845 1.466 1.190  0.13
N1 -0.096 1.672 0.105  -0.47
C4 -0.410 2.641 -0.764  0.11
C5 -1.508 3.453 -0.577  -0.26
C6 0.532 2.643 -1.980  0.74
O2 0.465 3.505 -2.819  -0.59
O3 1.344 1.637 -1.975  -0.67
C7 -0.409 0.221 1.981  0.74
O4 -0.955 -0.066 3.021  -0.60
O5 0.512 -0.452 1.386  -0.68
H1 -3.913 3.741 1.490  0.49
H2 -2.543 2.021 2.343  0.25
H3 -1.767 4.206 -1.306  0.27
O6 7.627 -2.516 0.327  -0.53
C8 6.549 -2.016 0.268  0.21
S1 5.308 -2.486 -0.926  0.34
C9 4.072 -1.363 -0.428  -0.48
C10 4.390 -0.505 0.615  -0.36
S2 3.408 0.741 1.198  0.10
S3 5.976 -0.727 1.344  0.37
S4 2.590 -1.451 -1.270  0.24
N2 -2.062 -4.022 0.618  -0.78
C11 -2.026 -2.851 -0.044  0.36
C12 -0.798 -2.232 -0.378  -0.01
N3 -0.765 -1.109 -1.061  -0.40
C13 -1.923 -0.579 -1.462  -0.07
C14 -3.123 -1.191 -1.138  0.03
N4 -3.181 -2.302 -0.426  -0.43
H4 -1.232 -4.365 1.068  0.40
H5 -2.950 -4.387 0.914  0.41
H6 0.148 -2.660 -0.074  0.22
H7 -1.873 0.320 -2.057  0.21
H8 -4.071 -0.780 -1.455  0.21

(2)
ORCA calculation (the ωB97M-V functional and the def2-TZVPD basis) on one molecule with the formula C14H9BrClF2NO3 in a non-equilibrium geometry.

HOMO level: -9.194 eV
SMILES: O=C(OCc1cc(Cl)ccc1OC(F)F)c1cncc(Br)c1
Gap between HOMO and LUMO: 9.08 eV
E: -110297.0280 eV
Charge: 0

Each line ends with the natural charge from an NBO analysis.
Positions of all 31 atoms, in Å:
O1 -2.143 -0.208 -0.734  -0.58
C1 -1.016 0.216 -0.726  0.79
O2 -0.146 0.003 0.266  -0.50
C2 -0.629 -0.781 1.349  -0.11
C3 0.475 -1.093 2.316  0.01
C4 1.752 -0.581 2.170  -0.25
C5 2.737 -0.898 3.094  -0.03
C6 2.458 -1.724 4.168  -0.22
C7 1.181 -2.240 4.323  -0.25
C8 0.196 -1.927 3.403  0.26
O3 -1.123 -2.391 3.463  -0.50
C9 -1.514 -3.212 4.445  0.79
F1 -1.373 -2.671 5.681  -0.34
F2 -0.813 -4.371 4.484  -0.34
H1 -2.578 -3.455 4.294  0.14
H2 0.981 -2.882 5.165  0.24
H3 3.227 -1.967 4.883  0.23
Cl1 4.322 -0.251 2.894  0.01
H4 1.975 0.063 1.336  0.24
H5 -1.066 -1.710 0.960  0.22
H6 -1.435 -0.240 1.860  0.21
C10 -0.432 1.035 -1.822  -0.20
C11 -1.229 1.332 -2.926  -0.14
C12 -0.677 2.091 -3.942  -0.14
C13 0.639 2.527 -3.829  0.04
N1 1.385 2.243 -2.781  -0.40
C14 0.875 1.520 -1.802  0.07
H7 1.533 1.318 -0.969  0.21
H8 1.102 3.122 -4.604  0.21
Br1 -1.701 2.534 -5.476  0.08
H9 -2.245 0.968 -2.965  0.25

(3)
ORCA calculation (the ωB97M-V functional and the def2-TZVPD basis) on C14H9BrF6FeN6O6S4 as an isolated structure.

HOMO level: -8.471 eV
Gap between HOMO and LUMO: 8.60 eV
E: -199967.8411 eV
Charge: 0

Each line ends with the natural charge from an NBO analysis.
Positions of all 47 atoms, in Å:
Fe1 -0.191 0.025 -0.016  1.03
F1 -3.182 -2.443 3.731  -0.30
C1 -2.844 -2.048 2.511  0.73
F2 -3.315 -2.917 1.620  -0.30
F3 -3.370 -0.853 2.275  -0.30
S1 -1.007 -1.998 2.362  2.28
O1 -0.762 -1.696 0.947  -0.98
O2 -0.556 -3.287 2.770  -0.90
N1 -0.645 -0.857 3.350  -1.24
S2 0.236 0.417 3.139  2.29
O3 1.265 0.549 4.111  -0.88
O4 0.625 0.649 1.753  -0.95
C2 -0.959 1.767 3.512  0.73
F4 -1.986 1.729 2.668  -0.31
F5 -1.412 1.652 4.754  -0.30
F6 -0.335 2.936 3.378  -0.31
N2 -1.201 3.253 -0.427  -0.80
C3 0.003 2.907 -0.913  0.29
N3 0.487 1.692 -0.848  -0.54
C4 1.773 1.622 -1.357  0.20
C5 2.263 2.779 -1.841  -0.46
S3 1.092 4.038 -1.645  0.40
C6 2.386 0.301 -1.259  0.12
C7 3.592 -0.123 -1.682  -0.43
S4 3.785 -1.798 -1.311  0.40
C8 2.207 -1.817 -0.595  0.29
N4 1.601 -0.656 -0.629  -0.53
N5 1.661 -2.945 -0.107  -0.79
H1 -1.807 2.501 -0.113  0.45
H2 -1.583 4.162 -0.609  0.40
H3 3.226 2.976 -2.279  0.25
H4 4.367 0.434 -2.179  0.25
H5 2.243 -3.733 0.113  0.41
H6 0.762 -2.872 0.347  0.44
Br1 -7.579 0.849 -0.677  0.07
C9 -6.014 0.243 -1.542  -0.13
C10 -6.103 -0.338 -2.800  0.03
N6 -5.043 -0.789 -3.461  -0.40
C11 -3.853 -0.672 -2.881  0.08
C12 -3.673 -0.099 -1.628  -0.20
C13 -4.781 0.370 -0.936  -0.16
C14 -2.319 0.005 -1.029  0.77
O5 -2.155 0.629 0.069  -0.74
O6 -1.322 -0.524 -1.582  -0.65
H7 -7.067 -0.442 -3.284  0.21
H8 -2.995 -1.047 -3.426  0.22
H9 -4.666 0.808 0.046  0.25

(4)
ORCA calculation (the ωB97M-V functional and the def2-TZVPD basis) on a 10-piece molecular cluster, C14H9Cl36O4P overall in a non-equilibrium geometry.

HOMO level: -8.697 eV
SMILES: CP(O)[C@@H]1C(=O)OC[C@H]1O.ClC(Cl)(Cl)Cl.ClC(Cl)(Cl)Cl.ClC(Cl)(Cl)Cl.ClC(Cl)(Cl)Cl.ClC(Cl)(Cl)Cl.ClC(Cl)(Cl)Cl.ClC(Cl)(Cl)Cl.ClC(Cl)(Cl)Cl.ClC(Cl)(Cl)Cl
Gap between HOMO and LUMO: 8.65 eV
E: -482943.2482 eV
Charge: 0

Each line ends with the natural charge from an NBO analysis.
Positions of all 64 atoms, in Å:
C1 4.283 -0.157 2.956  -0.99
P1 3.516 -1.715 2.105  1.05
O1 4.317 -3.061 2.940  -0.96
C2 1.670 -1.915 2.537  -0.68
C3 0.502 -1.410 1.506  0.81
O2 -0.156 -2.179 0.612  -0.55
O3 0.231 0.032 1.717  -0.53
C4 0.651 0.379 3.115  -0.12
C5 1.296 -0.957 3.812  0.05
O4 0.075 -1.627 4.348  -0.74
H1 3.844 0.846 2.480  0.25
H2 4.125 -0.166 4.120  0.22
H3 5.456 -0.087 2.781  0.27
H4 3.635 -3.613 3.426  0.48
H5 1.483 -3.062 2.674  0.29
H6 -0.218 0.684 3.863  0.23
H7 1.335 1.323 2.913  0.21
H8 2.065 -0.809 4.681  0.22
H9 0.333 -1.889 5.294  0.48
C6 1.382 1.038 -2.095  -0.20
Cl1 0.507 -0.318 -2.851  0.07
Cl2 0.262 2.401 -1.845  0.05
Cl3 2.043 0.517 -0.525  0.05
Cl4 2.714 1.552 -3.160  0.05
C7 -3.718 -0.799 -1.533  -0.21
Cl5 -5.255 -0.054 -2.040  0.04
Cl6 -3.351 -2.184 -2.592  0.05
Cl7 -2.409 0.403 -1.651  0.05
Cl8 -3.859 -1.361 0.152  0.05
C8 -4.255 -1.005 4.592  -0.21
Cl9 -5.130 -2.361 3.837  0.06
Cl10 -5.375 0.358 4.843  0.06
Cl11 -3.594 -1.526 6.162  0.05
Cl12 -2.923 -0.491 3.527  0.07
C9 2.525 2.881 -6.892  -0.21
Cl13 2.295 1.133 -6.636  0.05
Cl14 2.281 3.266 -8.614  0.05
Cl15 1.346 3.785 -5.909  0.05
Cl16 4.177 3.340 -6.409  0.05
C10 -7.975 0.635 1.585  -0.21
Cl17 -7.204 2.222 1.831  0.05
Cl18 -9.485 0.556 2.527  0.05
Cl19 -8.342 0.415 -0.145  0.05
Cl20 -6.869 -0.653 2.126  0.05
C11 7.715 1.182 0.332  -0.21
Cl21 8.047 2.528 1.450  0.05
Cl22 9.162 0.860 -0.656  0.06
Cl23 7.296 -0.277 1.265  0.06
Cl24 6.354 1.616 -0.733  0.06
C12 -12.985 -1.322 3.944  -0.21
Cl25 -14.188 -0.476 2.937  0.05
Cl26 -11.820 -2.167 2.893  0.06
Cl27 -12.121 -0.139 4.958  0.05
Cl28 -13.812 -2.507 4.987  0.05
C13 7.812 4.986 -6.131  -0.21
Cl29 6.610 5.833 -7.137  0.06
Cl30 8.978 4.142 -7.181  0.06
Cl31 8.676 6.169 -5.116  0.05
Cl32 6.986 3.801 -5.088  0.05
C14 1.812 -3.719 -5.378  -0.21
Cl33 2.225 -1.988 -5.480  0.05
Cl34 1.703 -4.203 -3.667  0.06
Cl35 0.246 -4.004 -6.177  0.05
Cl36 3.076 -4.679 -6.188  0.05

(5)
ORCA calculation (the ωB97M-V functional and the def2-TZVPD basis) on C14H9Cl8NO7Ti as an isolated structure in a non-equilibrium geometry.

HOMO level: -8.963 eV
Gap between HOMO and LUMO: 7.85 eV
E: -153784.0654 eV
ΔE to the lowest compared entry with this formula, charge and spin: 0.0 kcal/mol
Charge: 0

Each line ends with the natural charge from an NBO analysis.
Positions of all 40 atoms, in Å:
Ti1 0.143 0.290 -0.226  1.85
O1 -1.356 1.809 -0.884  -0.73
C1 -2.730 1.796 -0.430  -0.07
C2 -3.246 0.394 -0.222  -0.24
N1 -2.385 -0.449 0.541  -0.45
C3 -2.329 -1.788 -0.015  -0.33
C4 -1.612 -1.791 -1.380  0.78
O2 -1.795 -2.567 -2.288  -0.54
O3 -0.772 -0.763 -1.469  -0.76
C5 -2.440 -0.262 1.998  -0.34
C6 -1.115 0.279 2.500  0.80
O4 -0.936 0.670 3.606  -0.51
O5 -0.145 0.287 1.541  -0.75
H1 -0.943 2.680 -0.808  0.53
H2 -3.294 2.352 -1.155  0.20
H3 -2.775 2.390 0.529  0.18
H4 -3.455 -0.059 -1.175  0.22
H5 -4.207 0.567 0.264  0.20
H6 -3.306 -2.284 -0.138  0.22
H7 -1.703 -2.373 0.666  0.24
H8 -2.625 -1.214 2.528  0.25
H9 -3.300 0.378 2.266  0.24
Cl1 2.101 0.325 -2.803  0.10
C7 2.440 -0.870 -1.611  -0.03
C8 1.891 -0.861 -0.299  -0.46
C9 2.180 -1.881 0.596  0.05
Cl2 1.778 -1.846 2.295  0.03
C10 2.987 -2.996 0.183  -0.13
Cl3 3.253 -4.352 1.147  0.09
C11 3.525 -3.007 -1.135  -0.08
Cl4 4.537 -4.271 -1.647  0.08
C12 3.226 -1.977 -2.012  -0.09
Cl5 3.713 -2.036 -3.646  0.07
Cl6 0.364 4.451 0.611  0.00
C13 2.050 3.827 0.641  -0.20
Cl7 2.411 3.450 2.349  0.05
Cl8 3.104 5.080 0.111  0.09
C14 2.266 2.534 -0.166  0.76
O6 3.403 2.149 -0.378  -0.52
O7 1.097 1.939 -0.485  -0.79

(6)
ORCA calculation (the ωB97M-V functional and the def2-TZVPD basis) on C14H9EuN5O7S5 as an isolated structure in a non-equilibrium geometry.

HOMO level (spin up / spin down): -1.783 / -2.781 eV
Multiplicity: 8
Gap between HOMO and LUMO (spin up / spin down): 5.23 / 6.23 eV
⟨S²⟩: 15.760
E: -109959.2096 eV
ΔE to the lowest compared entry with this formula, charge and spin: 19.6 kcal/mol
Charge: -2

Each line ends with the Löwdin charge.
Positions of all 41 atoms, in Å:
Eu1 -0.557 0.071 2.199  0.97
S1 -2.253 -1.955 2.644  -0.26
S2 -3.419 -0.445 3.459  -0.25
S3 -3.520 1.105 2.083  -0.23
S4 -1.930 2.384 2.457  -0.25
O1 3.781 0.314 6.506  0.11
C1 2.619 0.425 7.116  -0.52
O2 2.534 0.570 8.321  0.06
C2 1.392 0.353 6.276  -0.06
C3 0.135 0.415 6.827  -0.01
N1 -0.739 0.312 5.817  0.03
N2 -0.155 0.180 4.648  -0.03
C4 1.148 0.203 4.882  -0.13
C5 2.089 0.101 3.695  -0.56
O3 3.309 0.073 3.914  0.03
O4 1.527 0.060 2.551  -0.21
H1 3.657 0.181 5.507  0.07
H2 -0.155 0.529 7.861  0.13
H3 -1.745 0.318 5.829  0.13
O5 -1.123 -3.008 -7.676  -0.38
S5 0.226 -2.616 -7.289  0.38
O6 1.098 -2.302 -8.408  -0.38
O7 0.835 -3.473 -6.291  -0.38
C6 -0.057 -1.017 -6.449  -0.34
N3 -0.157 0.069 -7.231  0.11
C7 -0.363 1.218 -6.595  -0.13
C8 -0.497 1.319 -5.225  -0.01
C9 -0.405 0.138 -4.492  -0.22
N4 -0.175 -1.029 -5.118  0.17
C10 -0.516 0.125 -3.017  -0.13
C11 -0.883 1.267 -2.283  -0.01
C12 -0.937 1.218 -0.910  -0.14
N5 -0.662 0.103 -0.200  -0.09
C13 -0.325 -1.003 -0.909  -0.12
C14 -0.235 -1.038 -2.277  0.01
H4 -0.460 2.103 -7.223  0.10
H5 -0.648 2.284 -4.754  0.09
H6 -1.129 2.201 -2.779  0.10
H7 -1.218 2.085 -0.331  0.06
H8 -0.127 -1.894 -0.329  0.11
H9 0.041 -1.944 -2.803  0.12

(7)
ORCA calculation (the ωB97M-V functional and the def2-TZVPD basis) on C14H9F6INO6PtSb as an isolated structure.

HOMO level (spin up / spin down): -12.221 / -12.847 eV
Multiplicity: 4
Gap between HOMO and LUMO (spin up / spin down): 8.25 / 5.04 eV
⟨S²⟩: 3.776
E: -62622.9206 eV
ΔE to the lowest compared entry with this formula, charge and spin: 1.9 kcal/mol
Charge: +1

Each line ends with the natural charge from an NBO analysis.
Positions of all 39 atoms, in Å:
Pt1 -0.053 0.481 -0.029  1.36
O1 3.404 -0.536 2.371  -0.63
C1 2.273 -0.253 1.759  0.80
O2 2.201 0.231 0.647  -0.60
C2 1.063 -0.603 2.567  0.11
C3 1.099 -1.306 3.756  -0.13
C4 -0.106 -1.675 4.327  -0.12
C5 -1.295 -1.321 3.710  -0.17
C6 -1.245 -0.587 2.540  0.09
N1 -0.082 -0.242 2.003  -0.42
C7 -2.432 -0.142 1.722  0.80
O3 -3.640 -0.207 2.246  -0.60
O4 -2.293 0.286 0.597  -0.58
H1 4.151 -0.330 1.781  0.52
H2 2.048 -1.587 4.190  0.26
H3 -0.120 -2.260 5.237  0.25
H4 -2.236 -1.652 4.131  0.23
H5 -3.642 -0.538 3.155  0.50
I1 0.454 1.377 -7.057  0.59
C8 0.285 1.995 -5.156  -0.13
C9 0.147 1.012 -4.130  -0.20
C10 0.039 1.457 -2.850  -0.10
C11 0.068 2.827 -2.530  0.04
C12 0.199 3.786 -3.572  -0.14
C13 0.308 3.386 -4.869  -0.21
C14 -0.041 3.369 -1.095  0.73
O5 -0.055 4.578 -1.004  -0.56
O6 -0.103 2.540 -0.113  -0.76
H6 0.126 -0.044 -4.366  0.26
H7 -0.076 0.727 -2.052  0.16
H8 0.207 4.831 -3.294  0.28
H9 0.411 4.110 -5.666  0.25
F1 -0.027 -1.602 -0.355  -0.71
Sb1 -0.164 -3.516 0.149  3.20
F2 -0.321 -5.291 0.657  -0.65
F3 0.449 -2.981 1.860  -0.71
F4 -1.872 -2.974 0.715  -0.68
F5 1.625 -3.563 -0.383  -0.67
F6 -0.755 -3.781 -1.595  -0.66

(8)
ORCA calculation (the ωB97M-V functional and the def2-TZVPD basis) on one molecule with the formula C15H10BF4NO3 in a non-equilibrium geometry.

HOMO level: -8.461 eV
SMILES: O=C(Nc1ccc2c(c1)B(O)OC2)c1ccc(F)cc1C(F)(F)F
Gap between HOMO and LUMO: 8.56 eV
E: -34898.5828 eV
ΔE to the lowest compared entry with this formula, charge and spin: 14.7 kcal/mol
Charge: 0

Each line ends with the natural charge from an NBO analysis.
Positions of all 34 atoms, in Å:
O1 0.527 1.994 1.399  -0.60
F1 -2.766 5.439 -2.748  -0.33
F2 -2.265 0.176 -1.464  -0.31
F3 -4.143 1.084 -1.047  -0.33
F4 -2.764 0.592 0.616  -0.31
O2 1.162 -5.123 -1.265  -0.90
O3 2.516 -5.157 0.812  -0.67
B1 1.712 -4.505 -0.154  1.09
C1 -0.129 1.653 0.458  0.66
C2 -1.113 4.887 -1.213  -0.26
C3 -0.524 3.962 -0.324  -0.13
C4 1.616 -0.539 1.550  -0.22
C5 0.619 -1.932 -0.183  -0.24
C6 -2.940 3.285 -1.617  -0.25
C7 2.250 -1.574 2.027  -0.20
C8 -2.284 4.504 -1.839  0.41
C9 1.435 -2.943 0.255  -0.29
C10 -1.026 2.672 -0.186  -0.12
C11 0.774 -0.708 0.420  0.17
C12 -2.283 2.374 -0.810  -0.11
C13 2.190 -2.810 1.411  -0.04
N1 0.059 0.409 -0.085  -0.61
C14 -2.836 1.020 -0.656  0.97
C15 2.890 -4.130 1.673  -0.07
H1 1.253 -6.133 -1.385  0.51
H2 -0.673 5.814 -1.507  0.24
H3 0.310 4.287 0.292  0.25
H4 1.616 0.349 2.134  0.26
H5 -0.225 -2.025 -0.822  0.21
H6 -3.900 2.972 -2.051  0.26
H7 2.792 -1.606 2.967  0.21
H8 -0.535 0.132 -0.878  0.40
H9 2.686 -4.425 2.645  0.18
H10 3.995 -3.996 1.575  0.18